No. 1
The following is a DFT calculation (ωB97M-V/def2-TZVPD) of C27H37BN7OPS3Ti as an isolated structure.

Summary:
Total energy, hartree: -3919.54614
Energy relative to the best compared isomer or geometry (same formula, charge and spin), kcal per mole: 6.2
LUMO, eV: -6.65
HOMO, eV: -13.4
Total charge: +2
Orbital gap, eV: 6.8

Atoms and positions in Å:
Ti: -0.941 -0.261 0.632
B: -1.896 -2.777 1.819
N: -1.893 -1.696 2.936
C: -1.969 -1.768 4.255
C: -1.743 -0.499 4.791
C: -1.511 0.306 3.702
N: -1.611 -0.418 2.561
N: -2.969 -2.332 0.785
C: -4.154 -2.834 0.444
C: -4.767 -1.960 -0.448
C: -3.868 -0.918 -0.590
N: -2.775 -1.149 0.155
H: -2.129 -3.867 2.247
H: -0.804 -2.669 1.281
H: -2.176 -2.708 4.740
H: -1.745 -0.216 5.829
H: -1.277 1.356 3.678
H: -4.495 -3.770 0.855
H: -5.730 -2.070 -0.914
H: -3.948 -0.025 -1.188
C: -2.817 1.738 -3.918
C: -1.369 1.391 -3.645
N: -1.235 1.037 -2.227
C: -1.902 1.736 -1.284
N: -1.585 1.455 0.012
C: -2.087 2.347 1.089
C: -2.521 3.688 0.536
C: -3.487 3.452 -0.600
N: -2.837 2.612 -1.615
C: -3.211 2.887 -3.015
H: -3.448 0.868 -3.723
H: -2.957 2.024 -4.958
H: -0.719 2.239 -3.878
H: -1.039 0.541 -4.239
H: -0.263 0.864 -1.936
H: -1.272 2.483 1.801
H: -2.925 1.866 1.600
H: -1.657 4.251 0.179
H: -3.000 4.266 1.326
H: -3.755 4.387 -1.090
H: -4.410 2.975 -0.258
H: -2.730 3.817 -3.325
H: -4.289 3.050 -3.026
C: 0.304 -3.873 -1.072
S: -0.377 -2.388 -1.776
C: 0.880 -2.030 -2.972
O: -0.111 -1.324 -0.667
H: 0.488 -4.561 -1.898
H: -0.417 -4.296 -0.378
H: 1.233 -3.600 -0.569
H: 0.706 -2.712 -3.806
H: 1.858 -2.179 -2.522
H: 0.762 -0.995 -3.291
S: 1.838 1.435 -1.413
P: 2.490 0.592 0.247
S: 1.044 0.367 1.746
C: 3.760 1.550 1.079
C: 5.085 1.122 1.077
C: 6.062 1.908 1.672
C: 5.717 3.112 2.267
C: 4.396 3.542 2.267
C: 3.417 2.765 1.672
C: 3.192 -1.054 -0.014
C: 3.171 -2.013 1.000
C: 3.794 -3.238 0.808
C: 4.458 -3.502 -0.385
C: 4.501 -2.541 -1.386
C: 3.867 -1.317 -1.203
H: 5.363 0.182 0.618
H: 7.091 1.577 1.672
H: 6.481 3.719 2.734
H: 4.132 4.483 2.729
H: 2.389 3.105 1.662
H: 2.667 -1.806 1.935
H: 3.777 -3.980 1.595
H: 4.957 -4.452 -0.525
H: 5.037 -2.739 -2.305
H: 3.903 -0.558 -1.976

***

No. 2
The following is a DFT calculation (ωB97M-V/def2-TZVPD) of C27H37BN9SSbSe4Sn as an isolated structure in a non-equilibrium geometry.

Summary:
Total energy, hartree: -12027.31711
Energy relative to the best compared isomer or geometry (same formula, charge and spin), kcal per mole: 13.6
LUMO (alpha / beta), eV: -1.41 / -1.75
HOMO (alpha / beta), eV: -6.9 / -6.9
Orbital gap (alpha / beta), eV: 5.4 / 5.2

Atoms and positions in Å:
Sn: 0.473 0.364 0.302
C: -0.963 2.635 4.476
C: -1.165 1.494 3.432
C: -2.507 0.845 3.621
C: -0.020 0.523 3.649
C: 0.406 -0.086 4.816
C: 1.541 -0.810 4.483
N: 1.741 -0.660 3.152
N: 0.789 0.161 2.618
B: 2.825 -1.231 2.271
N: 2.186 -2.294 1.374
C: 2.655 -3.521 1.088
C: 1.876 -4.098 0.116
C: 0.904 -3.117 -0.169
N: 1.058 -2.043 0.612
C: -0.101 -3.086 -1.252
C: -0.951 -4.322 -1.268
C: 0.669 -2.912 -2.594
N: 3.349 -0.067 1.356
C: 4.488 0.564 1.493
C: 4.700 1.321 0.352
C: 3.591 1.118 -0.465
N: 2.794 0.198 0.147
C: 3.411 1.633 -1.851
C: 3.184 0.366 -2.730
C: 2.284 2.589 -2.018
H: -1.635 3.465 4.279
H: 0.086 2.983 4.456
H: -1.128 2.409 5.505
H: -1.138 1.961 2.431
H: -2.485 0.074 4.421
H: -2.882 0.330 2.751
H: -3.233 1.565 3.901
H: -0.059 0.094 5.750
H: 2.171 -1.378 5.116
H: 3.731 -1.724 2.919
H: 3.489 -3.938 1.625
H: 1.980 -5.036 -0.395
H: -0.692 -2.223 -1.142
H: -0.326 -5.194 -1.568
H: -1.759 -4.283 -1.985
H: -1.290 -4.548 -0.264
H: 1.286 -3.766 -2.883
H: 1.320 -2.003 -2.480
H: -0.012 -2.782 -3.436
H: 5.047 0.576 2.434
H: 5.535 2.002 0.146
H: 4.296 2.167 -2.168
H: 2.227 -0.027 -2.478
H: 3.938 -0.448 -2.576
H: 3.196 0.641 -3.785
H: 1.336 2.286 -1.616
H: 2.093 2.810 -3.095
H: 2.438 3.580 -1.517
Se: 0.333 5.779 -2.246
Sb: -1.014 5.235 -0.289
Se: 1.611 3.167 1.625
Se: -1.757 2.956 -0.398
Se: 0.800 5.270 1.706
C: -1.691 2.918 -4.139
N: -2.593 1.957 -3.511
C: -3.907 2.154 -3.188
C: -4.312 1.175 -2.378
N: -3.201 0.403 -2.148
C: -2.109 0.910 -2.814
S: -0.595 0.139 -2.929
C: -3.223 -0.703 -1.256
C: -4.044 -1.790 -1.505
C: -4.171 -2.745 -0.520
C: -3.372 -2.671 0.639
C: -2.459 -1.633 0.693
N: -2.407 -0.641 -0.202
H: -2.200 3.468 -4.898
H: -0.847 2.371 -4.517
H: -1.272 3.663 -3.382
H: -4.485 2.974 -3.625
H: -5.256 0.886 -1.941
H: -4.479 -1.900 -2.464
H: -4.903 -3.525 -0.639
H: -3.482 -3.375 1.447
H: -1.714 -1.600 1.520